90
Properties=species:S:1:pos:R:3:forces:R:3 method="wB97M-V/def2-TZVPD" e_lumo_ev="-5.97 / -7.23" largest_force_ev_per_a=6.74 charge=+2 spin_multiplicity=4 total_energy_ev=-59300.980 s2=3.804
Re 1.393 0.876 0.474 -5.466 2.539 -3.021
P -0.821 1.449 1.365 2.018 -1.421 -0.341
P 0.005 0.705 -1.520 1.291 -1.117 2.701
N 0.332 -3.834 0.735 0.756 -0.282 0.151
C 2.615 0.798 2.178 1.687 -0.501 0.793
C -2.243 2.669 -2.840 0.459 0.386 -1.120
C 2.783 -0.714 0.420 1.675 -0.625 0.011
C 2.786 -2.002 -0.327 -0.461 -0.324 -0.199
C 2.277 -0.530 1.752 0.791 -1.049 0.916
C 0.948 -7.656 2.323 -0.173 0.333 -0.135
C -1.323 3.580 -3.209 -0.706 -0.606 -0.635
C -3.654 3.011 -2.475 -0.701 0.075 0.598
C 4.138 0.728 -1.269 -0.034 0.188 -0.258
C -1.855 4.444 -0.463 -0.895 -0.346 0.661
C -0.590 -5.922 1.608 0.097 -0.111 -0.353
C -0.263 -0.506 -2.774 -0.368 -0.218 -1.144
C -2.071 5.421 -1.573 0.091 0.265 -1.034
C -3.973 3.168 -0.949 -0.604 0.024 -0.300
C -1.668 -2.572 0.193 0.662 -0.646 -0.074
C -0.364 -7.189 2.122 -0.088 0.170 0.003
C 3.406 0.513 0.010 1.921 -1.269 0.778
C -1.733 0.527 2.597 -0.500 -0.270 0.082
C 3.928 2.805 1.146 0.026 0.261 -0.035
C 2.035 -6.817 2.023 0.056 0.180 -0.001
C 1.013 2.160 -1.930 -0.827 0.792 -0.163
C -1.405 1.058 -0.395 -1.064 1.086 -0.119
C 3.306 1.448 1.097 1.430 0.141 0.597
C -1.417 5.048 -2.942 -0.062 0.621 0.098
C -2.995 -3.243 -1.717 0.129 0.065 0.044
C -2.824 -2.452 -0.571 0.203 -0.106 -0.403
C -0.847 -4.292 -1.339 0.145 -0.105 0.664
C -2.818 3.573 -0.084 0.070 1.301 0.217
C -1.988 -4.142 -2.114 -0.328 0.436 0.109
C -0.582 3.068 2.144 -0.594 0.942 -0.437
C 1.683 -1.615 2.584 -0.313 -0.083 -0.056
C 2.433 1.342 3.551 -0.183 0.296 0.233
C 0.505 -5.067 1.279 -0.207 -0.148 -0.199
C 1.829 -5.533 1.536 -0.215 0.030 0.194
C -0.710 -3.573 -0.124 -1.200 0.026 -0.363
H 4.056 1.764 -1.610 0.087 -0.115 -0.035
H 0.693 -0.682 -3.294 -0.299 0.048 0.186
H -0.407 5.493 -2.972 -0.287 -0.253 -0.104
H -1.489 -1.986 1.093 -0.226 -0.186 -0.151
H -2.113 -4.746 -3.013 0.014 0.218 0.223
H -1.605 -5.551 1.437 0.344 -0.203 0.096
H -1.982 5.546 -3.752 0.244 -0.129 0.246
H -3.914 -3.150 -2.296 0.264 -0.082 0.119
H -2.142 0.237 -0.407 0.377 0.172 0.064
H 1.842 -2.542 -0.157 0.352 0.130 -0.052
H 1.602 0.847 4.060 0.131 0.078 0.017
H -0.382 2.882 3.209 0.009 -0.148 -0.389
H 2.471 -2.309 2.912 -0.176 0.245 0.064
H 0.978 -2.208 1.991 0.185 0.060 0.095
H 3.329 3.486 1.762 0.158 -0.051 -0.148
H -4.369 2.203 -0.588 0.133 0.389 0.054
H -2.057 1.596 -2.987 -0.055 0.528 -0.378
H 4.939 2.765 1.581 -0.295 -0.074 -0.109
H 1.149 -1.218 3.454 0.247 -0.092 -0.068
H -2.807 0.685 2.415 0.212 -0.215 0.349
H -1.008 -0.156 -3.502 0.237 -0.277 0.072
H 3.346 1.176 4.142 -0.249 0.015 -0.158
H -3.977 3.925 -3.001 0.281 -0.374 0.129
H 1.782 2.432 -1.164 -0.048 -0.313 0.104
H -0.057 -5.002 -1.608 -0.411 0.217 0.089
H 5.205 0.509 -1.132 -0.211 0.016 -0.015
H -3.599 -1.748 -0.266 0.097 -0.185 -0.113
H 2.238 2.419 3.539 0.055 -0.144 0.046
H 0.278 3.587 1.707 -0.209 -0.076 0.128
H -1.235 -7.806 2.360 0.438 0.086 -0.018
H 0.371 3.045 -2.028 0.444 -0.277 -0.087
H 1.542 1.941 -2.867 0.002 0.142 0.319
H 1.118 -8.661 2.714 -0.037 0.329 -0.127
H -4.292 2.190 -2.855 0.221 0.490 0.110
H -1.477 -0.540 2.545 -0.227 0.374 0.089
H -4.801 3.893 -0.842 0.200 -0.318 -0.008
H -0.603 -1.448 -2.322 0.065 0.241 0.053
H 3.594 -2.661 0.036 -0.161 0.354 -0.139
H -1.444 0.940 3.578 -0.245 -0.309 -0.382
H 2.910 -1.846 -1.406 0.074 -0.071 0.275
H -1.470 3.700 2.050 0.322 0.098 0.302
H -1.863 1.971 -0.779 -0.164 -0.372 0.105
H 2.659 -4.863 1.293 -0.223 -0.317 0.101
H -1.630 6.383 -1.255 -0.331 -0.363 -0.111
H -2.909 3.199 0.943 0.514 -0.245 -0.512
H 3.752 0.069 -2.050 0.116 0.094 0.009
H 3.058 -7.167 2.177 -0.365 0.055 -0.038
H -3.149 5.596 -1.732 0.467 -0.106 0.243
H 4.021 3.225 0.138 -0.006 0.018 0.234
H -0.496 3.292 -3.871 -0.108 -0.162 0.581
H -0.925 4.566 0.097 -0.472 0.131 0.184



93
Properties=species:S:1:pos:R:3:forces:R:3 method="wB97M-V/def2-TZVPD" e_lumo_ev="-8.34 / -11.52" largest_force_ev_per_a=4.20 charge=+3 spin_multiplicity=6 total_energy_ev=-225549.088 e_above_lowest_kcal_mol=0.0 s2=8.795
Se 0.778 1.258 -0.317 -0.808 0.222 -1.145
As -0.797 1.349 2.160 -2.598 1.457 2.959
Fe 0.840 -1.157 -1.083 0.534 2.357 1.081
P 2.225 -2.092 -2.451 2.132 -1.208 -2.441
P -0.308 -2.800 -0.263 -2.116 -2.648 1.302
P 2.366 -1.243 0.823 1.520 -0.389 1.402
C 1.655 -1.308 2.524 -0.198 0.152 -0.071
C -0.102 1.697 4.977 0.297 -0.021 0.386
C -0.144 1.134 -3.059 0.558 -0.560 0.459
C 3.542 0.162 0.989 -0.011 0.067 0.044
C 1.509 -2.090 -4.130 -0.058 0.000 -0.026
C 2.804 -3.826 -2.303 -0.112 0.100 0.191
C 0.061 1.294 6.307 -0.200 0.209 -0.339
C -1.906 5.313 3.093 0.374 -0.143 -0.216
C -2.585 0.595 -6.076 -0.081 0.690 -0.760
C 0.087 1.011 -4.419 -0.243 0.166 -0.238
C -0.814 3.296 2.342 1.104 0.509 -0.798
C -2.980 1.287 0.268 -0.268 -0.404 0.159
C -1.750 -2.391 0.801 0.051 0.111 -0.160
C 0.208 4.057 1.749 -0.517 -0.085 0.207
C 3.772 -1.128 -2.665 -0.098 -0.038 0.054
C -0.461 0.072 6.742 0.152 0.023 -0.130
C -1.318 -0.364 4.515 0.214 -0.292 0.463
C 1.263 1.464 -5.015 0.119 0.125 0.453
C -2.673 1.095 1.628 0.499 -0.242 -0.651
C -0.802 0.872 4.087 0.292 -0.321 -1.054
C 0.411 -4.220 0.687 0.130 0.254 -0.223
C -4.265 0.974 -0.194 0.284 0.262 0.034
C 3.566 -2.640 0.946 -0.140 -0.095 -0.118
C -1.939 1.663 -6.568 -0.615 -0.194 0.006
C -1.086 -3.696 -1.661 -0.011 0.257 -0.053
C -1.142 -0.757 5.846 -0.453 -0.027 -0.629
C -0.905 6.083 2.480 -0.058 -0.364 0.040
C -5.240 0.510 0.697 0.321 -0.064 0.119
C 0.149 5.450 1.813 0.088 0.046 -0.003
C 2.285 1.995 -4.215 -0.547 -0.069 -0.127
C -4.933 0.377 2.055 0.083 0.271 -0.103
C -1.864 3.915 3.022 -0.187 0.050 0.069
C -3.657 0.690 2.535 -0.079 -0.360 -0.100
C 0.922 1.559 -2.265 0.124 -0.010 -0.144
C 2.123 2.030 -2.826 -0.252 -0.189 0.440
H -4.495 1.100 -1.253 -0.025 0.019 0.334
H 1.372 1.412 -6.099 0.033 -0.032 0.280
H -2.394 -3.280 0.892 0.183 0.363 0.088
H 4.092 0.316 0.052 -0.096 -0.031 0.185
H -2.220 1.682 -0.414 -0.345 -0.168 0.153
H 3.441 -3.966 -1.420 -0.163 0.009 -0.320
H -2.986 -0.160 -6.759 0.088 0.239 0.403
H 3.195 2.352 -4.692 -0.098 0.033 0.263
H 4.092 -2.571 1.910 -0.160 0.018 -0.331
H -5.695 0.034 2.751 0.109 0.136 -0.101
H 0.595 1.943 6.997 -0.151 -0.134 -0.107
H 1.242 -0.328 2.798 0.245 -0.362 -0.008
H 0.846 -2.046 2.603 0.225 0.193 0.011
H -1.821 1.836 -7.642 -0.010 -0.258 0.367
H -0.340 -4.311 -2.182 -0.256 0.128 0.140
H 2.915 2.401 -2.173 -0.106 -0.099 -0.257
H 3.530 -0.072 -2.851 0.056 -0.373 0.007
H 4.406 -1.187 -1.770 -0.116 -0.072 -0.285
H 0.563 -2.648 -4.134 0.290 0.062 -0.100
H 1.033 3.565 1.226 -0.225 0.288 0.205
H 3.016 1.094 1.237 0.260 -0.319 0.026
H -2.723 5.801 3.621 0.176 -0.135 -0.122
H 0.286 2.660 4.644 0.010 -0.291 0.116
H -2.315 -1.556 0.367 -0.008 -0.244 0.055
H 1.950 -4.515 -2.238 0.274 0.174 -0.088
H -6.236 0.255 0.334 0.285 0.074 0.104
H -1.550 2.461 -5.928 -0.208 -0.261 -0.171
H 2.235 -2.556 -4.809 -0.266 0.072 0.034
H -0.949 7.172 2.525 0.018 -0.368 -0.012
H 3.378 -4.047 -3.214 -0.122 -0.033 0.297
H -3.433 0.619 3.600 -0.170 -0.050 -0.369
H -1.504 -2.968 -2.370 -0.032 -0.293 0.107
H 4.307 -2.594 0.140 -0.139 0.004 0.174
H -1.405 -2.069 1.793 -0.071 -0.171 -0.173
H 4.311 -1.535 -3.531 0.009 0.125 0.235
H 1.228 -4.690 0.125 -0.238 0.070 0.120
H 0.787 -3.922 1.674 -0.150 -0.080 -0.307
H -1.889 -0.994 3.829 0.317 0.085 0.236
H -0.325 -0.248 7.775 -0.012 0.113 -0.268
H 0.937 6.035 1.332 -0.312 -0.127 0.227
H 1.307 -1.062 -4.449 0.114 -0.308 0.050
H -2.654 3.321 3.490 0.249 0.248 -0.164
H 2.451 -1.575 3.236 -0.263 0.144 -0.255
H -1.562 -1.713 6.167 0.143 0.344 0.025
H 3.047 -3.603 0.901 0.185 0.190 0.027
H -0.396 -4.954 0.824 0.214 0.179 -0.040
H -0.704 0.581 -5.019 0.384 0.107 0.015
H 4.260 -0.072 1.788 -0.195 0.081 -0.237
H -1.888 -4.329 -1.258 0.211 0.086 -0.250
H -0.334 0.133 -0.385 0.262 0.954 -0.043
H -1.087 0.806 -2.610 0.219 0.139 -0.221
H -2.809 0.499 -5.007 0.154 -0.073 -0.397